Entry 1:
The following is a DFT calculation (ωB97M-V/def2-TZVPD) of a cluster of 2 separate species, C3H3N3O in total in a non-equilibrium geometry.

Properties
* E_HOMO: -8.98 eV
* lowest unoccupied orbital energy: 0.6030 eV
* energy above the lowest of the compared OMol25 structures with the same formula, charge and spin: 88.32 kcal/mol
* Kohn-Sham gap: 9.579 eV

```
! RIJCOSX wB97M-V def2-TZVPD def2/J DEFGRID3
* xyz 0 1
N -0.89 -1.86 0.90
C -0.84 -0.70 0.50
N -0.78 0.96 -1.30
N 0.20 0.81 -2.04
O 2.46 0.29 1.37
C 2.20 0.44 0.27
C -0.71 0.54 0.09
H -1.83 -2.26 0.94
H 1.02 0.42 -1.54
H -0.84 1.35 0.81
*
```



Entry 2:
The following is a DFT calculation (ωB97M-V/def2-TZVPD) of an isolated molecule of C3H3N3O.

Properties
* E_HOMO: -9.76 eV
* lowest unoccupied orbital energy: 0.4332 eV
* SMILES: O=c1cn[nH]cn1
* energy above the lowest of the compared OMol25 structures with the same formula, charge and spin: 25.75 kcal/mol
* Kohn-Sham gap: 10.197 eV

```
! RIJCOSX wB97M-V def2-TZVPD def2/J DEFGRID3
* xyz 0 1
O -1.78 0.46 -1.76
C -0.85 0.14 -1.05
C -0.98 -0.88 0.02
N -0.26 -0.86 1.08
N 0.74 0.05 1.07
C 1.13 0.69 -0.07
N 0.43 0.71 -1.15
H -1.77 -1.63 -0.04
H 1.24 0.15 1.93
H 2.11 1.16 -0.03
*
```



Entry 3:
The following is a DFT calculation (ωB97M-V/def2-TZVPD) of an isolated molecule of C3H3N3O.

Properties
* E_HOMO: -9.45 eV
* lowest unoccupied orbital energy: -0.2220 eV
* SMILES: [H]/N=N/C=C\N=C=O
* energy above the lowest of the compared OMol25 structures with the same formula, charge and spin: 47.56 kcal/mol
* Kohn-Sham gap: 9.224 eV

```
! RIJCOSX wB97M-V def2-TZVPD def2/J DEFGRID3
* xyz 0 1
H 1.84 -0.53 -1.92
N 1.56 0.34 -1.45
N 0.83 -0.01 -0.50
C 0.31 1.06 0.23
C -0.77 0.80 0.99
N -1.36 -0.45 1.10
C -1.08 -1.52 0.58
O -0.96 -2.61 0.17
H 0.74 2.05 0.11
H -1.27 1.60 1.53
*
```



Entry 4:
The following is a DFT calculation (ωB97M-V/def2-TZVPD) of an isolated molecule of C3H3N3O.

Properties
* E_HOMO (alpha / beta): -9.81 / -9.81 eV
* lowest unoccupied orbital energy (alpha / beta): -0.0368 / -0.0370 eV
* SMILES: Oc1cnncn1
* energy above the lowest of the compared OMol25 structures with the same formula, charge and spin: 63.65 kcal/mol
* Kohn-Sham gap (alpha / beta): 9.770 / 9.770 eV

```
! RIJCOSX wB97M-V def2-TZVPD def2/J DEFGRID3
* xyz 0 1
O 1.91 -0.43 0.49
C 0.88 -0.05 -0.29
C 0.37 1.27 -0.21
N -0.84 1.28 0.32
N -1.58 0.19 0.46
C -1.20 -0.84 -0.29
N 0.07 -0.99 -0.67
H 1.42 -1.02 1.11
H 0.87 2.22 -0.42
H -1.89 -1.64 -0.49
*
```



Entry 5:
The following is a DFT calculation (ωB97M-V/def2-TZVPD) of a cluster of 2 separate species, C3H3N3O2 in total in a non-equilibrium geometry.

Properties
* E_HOMO: -9.98 eV
* lowest unoccupied orbital energy: -1.9566 eV
* energy above the lowest of the compared OMol25 structures with the same formula, charge and spin: 162.14 kcal/mol
* Kohn-Sham gap: 8.023 eV

```
! RIJCOSX wB97M-V def2-TZVPD def2/J DEFGRID3
* xyz 0 1
C -0.55 -0.69 -0.17
C -1.30 -0.04 0.79
C 0.73 0.91 0.75
H 2.86 0.08 -0.80
H -1.89 -1.61 -1.07
H -2.40 -0.10 0.73
N 0.81 -0.06 -0.12
N -0.87 -1.36 -1.34
N -0.59 1.00 1.33
O 1.54 0.26 -1.18
O 1.67 1.61 1.07
*
```



Entry 6:
The following is a DFT calculation (ωB97M-V/def2-TZVPD) of a structure of composition C3H3N3O2 in a non-equilibrium geometry.

Properties
* E_HOMO: -9.48 eV
* lowest unoccupied orbital energy: -0.9428 eV
* energy above the lowest of the compared OMol25 structures with the same formula, charge and spin: 144.69 kcal/mol
* Kohn-Sham gap: 8.535 eV

```
! RIJCOSX wB97M-V def2-TZVPD def2/J DEFGRID3
* xyz 0 1
C -0.87 -0.47 -0.05
C 1.50 -0.76 0.04
C 1.45 0.78 -0.16
H -2.96 -0.89 -0.81
H 2.39 1.27 -0.24
H -1.88 1.24 1.00
N 0.19 -1.22 0.05
N 0.48 1.59 0.01
N -0.84 0.90 0.05
O -2.04 -1.17 0.02
O 2.57 -1.26 0.08
*
```



Entry 7:
The following is a DFT calculation (ωB97M-V/def2-TZVPD) of an isolated molecule of C3H3N3O2 in a non-equilibrium geometry.

Properties
* E_HOMO: -10.77 eV
* lowest unoccupied orbital energy: -0.0999 eV
* SMILES: [H]/N=C(/C#N)N(O)C=O
* energy above the lowest of the compared OMol25 structures with the same formula, charge and spin: 86.83 kcal/mol
* Kohn-Sham gap: 10.666 eV

```
! RIJCOSX wB97M-V def2-TZVPD def2/J DEFGRID3
* xyz 0 1
H -0.85 -0.83 -1.93
N -0.36 0.06 -1.99
C 0.00 0.43 -0.84
C 0.73 1.68 -0.71
N 1.30 2.69 -0.71
N -0.27 -0.30 0.36
O -1.00 -1.45 0.16
C 0.58 -0.35 1.47
O 1.47 0.45 1.65
H -1.91 -1.22 0.39
H 0.30 -1.15 2.16
*
```



Entry 8:
The following is a DFT calculation (ωB97M-V/def2-TZVPD) of an isolated molecule of C3H3N3O2 in a non-equilibrium geometry.

Properties
* E_HOMO: -10.12 eV
* lowest unoccupied orbital energy: 0.4374 eV
* SMILES: c1nnconco1
* energy above the lowest of the compared OMol25 structures with the same formula, charge and spin: 174.77 kcal/mol
* Kohn-Sham gap: 10.556 eV

```
! RIJCOSX wB97M-V def2-TZVPD def2/J DEFGRID3
* xyz 0 1
C -1.22 0.77 -0.11
N -0.73 0.83 -1.21
N 0.02 -0.06 -1.95
C 1.05 -0.13 -1.10
O 1.10 0.39 0.33
N 1.14 -0.58 1.38
C -0.14 -0.87 1.49
O -1.26 -0.32 0.87
H -1.77 1.57 0.34
H 2.03 -0.60 -1.51
H -0.17 -1.55 2.29
*
```



Entry 9:
The following is a DFT calculation (ωB97M-V/def2-TZVPD) of an isolated molecule of C3H3N3O2 in a non-equilibrium geometry.

Properties
* E_HOMO: -9.47 eV
* lowest unoccupied orbital energy: -2.3819 eV
* SMILES: N#CC(=O)N/C=N\O
* energy above the lowest of the compared OMol25 structures with the same formula, charge and spin: 229.63 kcal/mol
* Kohn-Sham gap: 7.089 eV

```
! RIJCOSX wB97M-V def2-TZVPD def2/J DEFGRID3
* xyz 0 1
N 3.66 -0.72 0.00
C 2.13 -0.70 -0.18
C 1.06 0.18 0.11
O 1.32 1.43 -0.18
N -0.32 -0.30 0.41
C -1.28 0.68 0.09
N -2.58 0.40 0.04
O -2.72 -0.94 -0.21
H -0.67 -1.31 0.16
H -1.26 1.88 -0.09
H -3.62 -1.07 -0.32
*
```



Entry 10:
The following is a DFT calculation (ωB97M-V/def2-TZVPD) of a structure of composition C3H3N3O2 in a non-equilibrium geometry.

Properties
* E_HOMO: -9.38 eV
* lowest unoccupied orbital energy: -1.6396 eV
* energy above the lowest of the compared OMol25 structures with the same formula, charge and spin: 161.35 kcal/mol
* Kohn-Sham gap: 7.736 eV

```
! RIJCOSX wB97M-V def2-TZVPD def2/J DEFGRID3
* xyz 0 1
C 0.91 -1.60 -0.66
C 0.64 -0.42 0.01
C -0.77 1.32 0.46
H 1.67 -2.80 -2.05
H 1.03 -2.37 0.27
H -1.86 2.55 1.35
N -1.35 2.45 0.47
N -0.69 0.44 1.48
N 0.23 -0.53 1.30
O 0.63 -2.06 -2.07
O 0.26 0.85 -0.57
*
```



Entry 11:
The following is a DFT calculation (ωB97M-V/def2-TZVPD) of an isolated molecule of C3H3N3O2 in a non-equilibrium geometry.

Properties
* E_HOMO: -9.85 eV
* lowest unoccupied orbital energy: 0.5476 eV
* SMILES: [H]/N=c1\nc(O)nco1
* energy above the lowest of the compared OMol25 structures with the same formula, charge and spin: 48.82 kcal/mol
* Kohn-Sham gap: 10.393 eV

```
! RIJCOSX wB97M-V def2-TZVPD def2/J DEFGRID3
* xyz 0 1
H -2.71 -0.98 -0.20
N -2.12 -1.22 0.51
C -1.06 -0.60 0.28
N -0.61 0.27 -0.62
C 0.55 0.69 -0.76
O 0.87 1.33 -1.85
N 1.54 0.38 0.18
C 1.02 -0.22 1.21
O -0.09 -0.75 1.33
H 0.11 1.44 -2.50
H 1.73 -0.36 2.05
*
```



Entry 12:
The following is a DFT calculation (ωB97M-V/def2-TZVPD) of an isolated molecule of C3H3N3O2 in a non-equilibrium geometry.

Properties
* E_HOMO: -9.45 eV
* lowest unoccupied orbital energy: -0.6917 eV
* SMILES: O=C1N=N/C(=C/O)N1
* energy above the lowest of the compared OMol25 structures with the same formula, charge and spin: 86.83 kcal/mol
* Kohn-Sham gap: 8.757 eV

```
! RIJCOSX wB97M-V def2-TZVPD def2/J DEFGRID3
* xyz 0 1
O 2.63 -0.91 -0.22
C 1.67 -0.23 -0.02
N 1.29 1.27 -0.12
N 0.06 1.37 0.01
C -0.59 0.17 0.18
C -1.88 0.28 0.09
O -2.96 -0.62 -0.23
N 0.37 -0.78 0.45
H -2.25 1.27 0.03
H -2.49 -1.56 -0.38
H 0.22 -1.81 0.16
*
```



Entry 13:
The following is a DFT calculation (ωB97M-V/def2-TZVPD) of a cluster of 2 separate species, C3H3N3O7 in total in a non-equilibrium geometry.

Properties
* E_HOMO: -10.67 eV
* lowest unoccupied orbital energy: -2.5006 eV
* energy above the lowest of the compared OMol25 structures with the same formula, charge and spin: 0.00 kcal/mol
* Kohn-Sham gap: 8.172 eV

```
! RIJCOSX wB97M-V def2-TZVPD def2/J DEFGRID3
* xyz 0 1
C 1.05 -0.08 0.82
C -0.10 0.88 0.75
C 2.14 -0.19 -0.18
N 2.10 0.38 -1.51
N 2.85 -1.51 -0.10
N 3.54 1.11 0.74
O 1.28 -0.71 1.84
O 1.93 1.58 -1.62
O 2.16 -0.47 -2.38
O 2.17 -2.44 -0.32
O 4.06 -1.43 0.12
O 3.28 1.55 1.76
O 4.28 1.26 -0.15
H 0.13 1.85 1.28
H -0.86 0.23 1.15
H -0.42 1.21 -0.31
*
```



Entry 14:
The following is a DFT calculation (ωB97M-V/def2-TZVPD) of an isolated molecule of C3H3N3S in a non-equilibrium geometry.

Properties
* E_HOMO: -9.49 eV
* lowest unoccupied orbital energy: -0.2781 eV
* SMILES: Sc1nccnn1
* energy above the lowest of the compared OMol25 structures with the same formula, charge and spin: 73.11 kcal/mol
* Kohn-Sham gap: 9.213 eV

```
! RIJCOSX wB97M-V def2-TZVPD def2/J DEFGRID3
* xyz 0 1
S -2.18 0.06 -0.14
C -0.34 -0.09 0.08
N 0.08 1.26 0.27
C 1.32 1.17 -0.08
C 2.15 -0.02 -0.24
N 1.56 -1.17 -0.05
N 0.29 -1.27 0.30
H -2.40 -1.32 0.10
H 1.88 2.15 0.34
H 3.16 0.10 -0.47
*
```



Entry 15:
The following is a DFT calculation (ωB97M-V/def2-TZVPD) of an isolated molecule of C3H3N3S in a non-equilibrium geometry.

Properties
* E_HOMO: -9.77 eV
* lowest unoccupied orbital energy: -0.2054 eV
* SMILES: C1=NC=NN=CS1
* energy above the lowest of the compared OMol25 structures with the same formula, charge and spin: 83.68 kcal/mol
* Kohn-Sham gap: 9.562 eV

```
! RIJCOSX wB97M-V def2-TZVPD def2/J DEFGRID3
* xyz 0 1
C 0.58 -1.17 -0.38
N -0.32 -0.83 -1.17
C -0.70 0.54 -1.14
N -1.13 1.36 -0.17
N -0.85 0.90 1.07
C 0.35 0.52 1.41
S 1.67 0.04 0.32
H 0.95 -2.25 -0.40
H -1.21 0.61 -2.07
H 0.66 0.28 2.54
*
```



Entry 16:
The following is a DFT calculation (ωB97M-V/def2-TZVPD) of an isolated molecule of C3H3N3S in a non-equilibrium geometry.

Properties
* E_HOMO: -9.83 eV
* lowest unoccupied orbital energy: -1.2214 eV
* SMILES: S=Cn1cnnc1
* energy above the lowest of the compared OMol25 structures with the same formula, charge and spin: 61.62 kcal/mol
* Kohn-Sham gap: 8.610 eV

```
! RIJCOSX wB97M-V def2-TZVPD def2/J DEFGRID3
* xyz 0 1
S 0.58 -0.60 2.35
C -0.47 -0.57 1.09
N -0.16 -0.06 -0.19
C 0.65 0.98 -0.74
N 0.36 1.09 -1.98
N -0.56 0.30 -2.35
C -1.00 -0.26 -1.27
H -1.49 -1.16 0.91
H 1.38 1.71 -0.35
H -1.64 -1.16 -0.99
*
```



Entry 17:
The following is a DFT calculation (ωB97M-V/def2-TZVPD) of the ion C3H3N4OS with charge +1 in a non-equilibrium geometry.

Properties
* E_HOMO: -14.40 eV
* lowest unoccupied orbital energy: -4.0159 eV
* SMILES: N#COc1[nH]nc(S)[nH+]1
* energy above the lowest of the compared OMol25 structures with the same formula, charge and spin: 0.00 kcal/mol
* Kohn-Sham gap: 10.387 eV

```
! RIJCOSX wB97M-V def2-TZVPD def2/J DEFGRID3
* xyz 1 1
N -0.46 2.49 -2.89
C -0.29 1.45 -2.39
O -0.51 0.26 -1.87
C -0.16 0.18 -0.60
N 0.34 1.05 0.21
N 0.56 0.55 1.44
C 0.16 -0.67 1.36
S 0.19 -1.70 2.75
N -0.29 -0.94 0.09
H 0.55 2.01 -0.06
H 0.56 -2.88 2.23
H -0.66 -1.81 -0.26
*
```



Entry 18:
The following is a DFT calculation (ωB97M-V/def2-TZVPD) of a structure of composition C3H3N5 in a non-equilibrium geometry.

Properties
* E_HOMO: -9.45 eV
* lowest unoccupied orbital energy: 0.9403 eV
* energy above the lowest of the compared OMol25 structures with the same formula, charge and spin: 0.00 kcal/mol
* Kohn-Sham gap: 10.393 eV

```
! RIJCOSX wB97M-V def2-TZVPD def2/J DEFGRID3
* xyz 0 1
C -2.00 -0.01 0.01
C -0.07 -0.70 -0.03
C 1.28 1.08 -0.01
H -3.10 -0.03 0.02
H 1.64 -2.02 0.08
H 1.62 2.09 -0.05
N -1.29 -1.18 -0.02
N 1.25 -1.07 -0.01
N 2.06 0.03 0.02
N -0.05 0.67 -0.02
N -1.33 1.13 0.01
*
```



Entry 19:
The following is a DFT calculation (ωB97M-V/def2-TZVPD) of an isolated molecule of C3H3N5.

Properties
* E_HOMO: -9.41 eV
* lowest unoccupied orbital energy: -0.6961 eV
* SMILES: [H]/N=c1\ccnnnn1
* energy above the lowest of the compared OMol25 structures with the same formula, charge and spin: 81.55 kcal/mol
* Kohn-Sham gap: 8.715 eV

```
! RIJCOSX wB97M-V def2-TZVPD def2/J DEFGRID3
* xyz 0 1
H -2.51 0.71 1.00
N -2.11 -0.20 0.73
C -1.13 0.00 -0.04
C -0.47 1.24 -0.50
C 0.82 1.37 -0.23
N 1.51 0.47 0.59
N 1.40 -0.76 0.59
N 0.68 -1.38 -0.47
N -0.49 -1.08 -0.72
H -1.08 2.00 -0.94
H 1.38 2.27 -0.43
*
```



Entry 20:
The following is a DFT calculation (ωB97M-V/def2-TZVPD) of an isolated molecule of C3H3N5 in a non-equilibrium geometry.

Properties
* E_HOMO: -9.89 eV
* lowest unoccupied orbital energy: -1.3313 eV
* SMILES: [H]/N=c1/ncncnn1
* energy above the lowest of the compared OMol25 structures with the same formula, charge and spin: 90.03 kcal/mol
* Kohn-Sham gap: 8.560 eV

```
! RIJCOSX wB97M-V def2-TZVPD def2/J DEFGRID3
* xyz 0 1
H -1.73 -1.56 1.12
N -1.86 -0.50 0.73
C -1.01 -0.27 -0.05
N -1.04 0.92 -0.50
C 0.06 1.54 -0.33
N 1.05 1.02 0.59
C 1.58 -0.16 0.43
N 1.23 -1.21 -0.42
N -0.04 -1.22 -0.68
H 0.35 2.45 -0.73
H 2.21 -0.65 1.32
*
```